The following is a DFT calculation (ωB97M-V with the def2-TZVPD basis set) of a molecular structure, C39H53BCrN10O4S5.

Element x y z (Å)
Cr -2.90 -0.49 1.36
C -3.00 2.99 -3.06
C -1.66 2.32 -2.97
C -0.68 2.53 -3.90
C 0.56 1.87 -3.79
N 0.81 1.08 -2.78
N -0.15 0.88 -1.87
B 0.22 -0.10 -0.76
N 0.44 0.69 0.57
N 1.13 1.81 0.25
C 1.77 2.46 1.17
C 1.80 1.98 2.50
C 1.09 0.88 2.85
C 1.10 0.34 4.25
C 0.32 0.22 1.83
S -0.70 -1.09 2.24
C 2.55 3.70 0.75
C 2.08 4.89 1.60
C 4.04 3.43 0.99
C 2.32 4.01 -0.73
N 1.51 -0.93 -1.05
N 2.80 -0.67 -1.04
C 3.59 -1.68 -1.33
C 3.06 -2.96 -1.62
C 1.71 -3.23 -1.59
C 1.08 -4.56 -1.83
C 0.93 -2.10 -1.28
S -0.75 -1.76 -1.05
C 5.08 -1.37 -1.31
C 5.35 -0.21 -2.29
C 5.93 -2.57 -1.70
C 5.46 -0.93 0.11
C -1.38 1.41 -1.91
S -2.62 1.00 -0.79
C 1.68 1.99 -4.82
C 1.29 2.90 -5.98
C 2.00 0.59 -5.35
C 2.93 2.57 -4.13
H -3.04 3.63 -3.94
H -3.18 3.58 -2.17
H -3.79 2.24 -3.12
H -0.87 3.21 -4.72
H 2.38 2.51 3.25
H 1.63 1.02 4.92
H 1.61 -0.63 4.27
H 0.09 0.16 4.61
H 2.24 4.72 2.67
H 1.02 5.09 1.44
H 2.64 5.78 1.32
H 4.26 3.24 2.04
H 4.62 4.31 0.69
H 4.38 2.58 0.41
H 1.27 4.19 -0.94
H 2.65 3.18 -1.35
H 2.89 4.90 -1.00
H 3.75 -3.77 -1.86
H 1.57 -5.08 -2.65
H 0.02 -4.46 -2.03
H 1.17 -5.18 -0.93
H 5.08 -0.49 -3.31
H 6.41 0.04 -2.28
H 4.78 0.67 -2.01
H 5.70 -2.92 -2.71
H 5.80 -3.41 -1.01
H 6.98 -2.29 -1.68
H 4.89 -0.05 0.41
H 6.52 -0.68 0.16
H 5.27 -1.73 0.84
H 0.42 2.52 -6.52
H 2.11 2.96 -6.69
H 1.07 3.92 -5.65
H 1.12 0.14 -5.83
H 2.32 -0.07 -4.55
H 2.80 0.65 -6.10
H 2.75 3.58 -3.77
H 3.76 2.61 -4.84
H 3.22 1.94 -3.29
N -2.82 1.43 2.21
C -2.97 1.51 3.68
C -4.22 0.76 4.12
C -4.03 -0.75 4.07
O -4.33 -1.44 5.02
O -3.53 -1.24 2.96
H -1.96 1.88 1.90
H -3.57 1.95 1.76
H -3.01 2.55 4.00
H -2.08 1.06 4.12
H -5.06 1.04 3.49
H -4.48 1.02 5.14
N -4.15 -4.54 6.13
C -3.97 -4.43 4.77
C -2.68 -4.38 4.22
C -2.51 -4.26 2.86
C -3.62 -4.21 2.02
C -4.90 -4.31 2.55
C -5.08 -4.43 3.91
S -3.42 -3.81 0.34
O -2.09 -4.16 -0.05
O -4.54 -4.31 -0.41
N -3.54 -2.16 0.30
C -4.76 -1.59 0.15
S -6.24 -2.12 -0.55
C -6.93 -0.56 -0.21
C -6.03 0.25 0.39
N -4.81 -0.35 0.62
H -3.38 -4.22 6.69
H -5.04 -4.20 6.47
H -1.82 -4.42 4.87
H -1.52 -4.19 2.43
H -5.76 -4.29 1.88
H -6.08 -4.50 4.32
H -7.95 -0.34 -0.46
H -6.21 1.27 0.70

Values from the calculation:
Max |F| ... 0.2 eV/Å
Highest occupied orbital energy (alpha / beta) ... -0.3483 / -0.3489 hartree
Calculated total energy ... -5426.73264 a.u.
Energy above the lowest of the compared OMol25 structures with the same formula, charge and spin ... 0.00 kJ/mol
E_LUMO (alpha / beta) ... -3.230 / -3.129 eV
2S+1 ... 4
Kohn-Sham gap (alpha / beta) ... 0.2296 / 0.2339 Eh
Charge ... +1
⟨S²⟩ ... 3.784

---

The following is a DFT calculation (ωB97M-V with the def2-TZVPD basis set) of 4 unconnected molecules or ions with the total composition C39H53Cl2NO3 in a non-equilibrium geometry.

Element x y z (Å)
H 2.20 -1.57 3.17
N 2.55 -0.63 2.98
C 1.76 0.24 3.44
C 2.04 1.71 3.26
C 1.45 2.32 1.99
O 1.88 1.57 0.83
C 0.80 1.25 0.07
O 0.80 0.30 -0.64
C -0.31 2.24 0.38
C -0.12 3.60 -0.30
C -0.33 3.59 -1.83
C 0.81 2.97 -2.67
C 0.31 1.99 -3.76
C 1.14 0.70 -3.95
C 0.28 -0.57 -3.86
C -0.76 -0.75 -4.99
C -2.21 -0.32 -4.66
C -2.69 1.01 -5.30
C -3.27 2.10 -4.37
C -4.04 1.60 -3.17
O -4.59 2.72 -2.49
C -5.13 2.38 -1.23
C -0.09 2.27 1.91
C -0.83 3.28 2.74
Cl -0.18 4.89 2.80
C -1.91 2.96 3.42
C -2.55 1.60 3.44
Cl -2.75 4.15 4.37
H 0.83 -0.03 3.96
H 3.13 1.85 3.24
H 1.65 2.26 4.12
H 1.85 3.33 1.89
H -1.29 1.86 0.10
H -0.89 4.27 0.12
H 0.85 4.05 -0.07
H -0.45 4.64 -2.12
H -1.28 3.10 -2.04
H 1.56 2.49 -2.03
H 1.33 3.79 -3.16
H -0.71 1.69 -3.50
H 0.27 2.53 -4.71
H 1.90 0.64 -3.16
H 1.64 0.71 -4.92
H 0.94 -1.44 -3.82
H -0.24 -0.54 -2.89
H -0.78 -1.82 -5.24
H -0.42 -0.24 -5.90
H -2.88 -1.11 -5.02
H -2.30 -0.29 -3.57
H -3.43 0.79 -6.07
H -1.84 1.47 -5.83
H -3.95 2.73 -4.95
H -2.47 2.77 -4.02
H -3.39 1.05 -2.47
H -4.84 0.91 -3.48
H -5.42 3.31 -0.74
H -4.38 1.87 -0.61
H -6.02 1.74 -1.33
H -0.36 1.28 2.28
H -3.27 1.51 4.25
H -1.80 0.81 3.59
H -3.05 1.38 2.49
C 1.35 -4.23 -0.93
C 2.33 -4.19 -1.91
C 2.67 -5.34 -2.59
C 2.04 -6.54 -2.30
C 1.06 -6.59 -1.32
C 0.71 -5.43 -0.63
H 1.08 -3.33 -0.39
H 2.83 -3.25 -2.12
H 3.44 -5.31 -3.36
H 2.31 -7.44 -2.84
H 0.56 -7.52 -1.10
H -0.06 -5.47 0.13
C 4.43 -1.10 -0.05
C 4.91 -1.27 -1.33
C 6.17 -1.82 -1.54
C 6.96 -2.18 -0.45
C 6.47 -2.01 0.84
C 5.21 -1.47 1.04
H 3.44 -0.68 0.12
H 4.30 -0.99 -2.18
H 6.55 -1.97 -2.54
H 7.94 -2.61 -0.61
H 7.08 -2.29 1.69
H 4.82 -1.33 2.04
C -3.03 -0.36 8.10
C -2.01 -0.23 7.16
C -1.76 -1.25 6.26
C -2.53 -2.41 6.29
C -3.55 -2.54 7.23
C -3.80 -1.52 8.13
H -3.23 0.44 8.80
H -1.41 0.67 7.14
H -0.97 -1.15 5.53
H -2.34 -3.21 5.59
H -4.14 -3.44 7.26
H -4.59 -1.62 8.86

Values from the calculation:
Max |F| ... 1.1 eV/Å
Highest occupied orbital energy ... -0.3277 hartree
Calculated total energy ... -2718.68711 a.u.
E_LUMO ... 0.235 eV
2S+1 ... 1
Kohn-Sham gap ... 0.3363 Eh

---

The following is a DFT calculation (ωB97M-V with the def2-TZVPD basis set) of a molecular structure, C39H54AsN4O2PtS2 in a non-equilibrium geometry.

Element x y z (Å)
Pt -0.52 0.17 1.89
O 2.37 -3.00 1.31
C 2.56 -3.02 -0.02
C 3.60 -3.81 -0.50
C 3.86 -3.90 -1.86
C 3.07 -3.19 -2.76
C 2.05 -2.41 -2.28
C 1.75 -2.29 -0.92
C 0.68 -1.32 -0.42
O 0.83 -1.11 0.91
N -0.89 -0.03 -1.12
N -1.28 0.80 -0.05
C -1.41 2.09 -0.47
S -1.15 2.69 -2.07
C -2.80 3.53 -2.22
C -3.40 3.77 -0.83
S -2.19 3.31 0.50
H 1.70 -2.25 1.45
H 4.20 -4.35 0.22
H 4.67 -4.52 -2.21
H 3.26 -3.26 -3.82
H 1.42 -1.89 -2.99
H -3.45 2.89 -2.81
H -2.63 4.46 -2.76
H -4.29 3.16 -0.69
H -3.65 4.82 -0.67
C 0.58 3.93 1.66
C 2.01 3.69 2.10
C 2.16 2.48 3.02
C 2.96 3.64 0.92
C 3.81 4.72 0.75
C 4.75 4.75 -0.27
C 4.90 3.62 -1.06
C 4.08 2.50 -0.92
C 4.60 1.26 -1.66
C 4.25 1.22 -3.15
C 4.32 -0.08 -0.98
C 3.00 2.56 0.00
N 2.00 1.56 0.09
C 1.49 1.17 -1.01
C 0.62 -0.02 -1.28
N -0.83 -1.42 -0.73
C -1.95 -2.24 -1.03
C -1.95 -3.51 -1.67
C -3.14 -4.05 -2.14
C -4.35 -3.41 -2.02
C -4.38 -2.26 -1.26
C -3.22 -1.72 -0.69
C -3.46 -0.64 0.35
C -4.08 0.63 -0.25
C -4.34 -1.18 1.48
C -0.75 -4.42 -1.80
C -0.87 -5.61 -0.85
C -0.51 -4.89 -3.24
H -0.06 4.18 2.51
H 0.17 3.04 1.19
H 0.52 4.75 0.94
H 2.33 4.57 2.68
H 1.76 1.58 2.55
H 1.62 2.65 3.96
H 3.21 2.30 3.26
H 3.73 5.55 1.44
H 5.40 5.60 -0.41
H 5.70 3.58 -1.78
H 5.68 1.40 -1.62
H 3.20 0.99 -3.32
H 4.84 0.44 -3.65
H 4.47 2.17 -3.63
H 3.48 -0.60 -1.42
H 4.11 0.03 0.09
H 5.19 -0.74 -1.09
H 1.78 1.69 -1.93
H 0.75 -0.23 -2.34
H -3.10 -5.01 -2.64
H -5.26 -3.82 -2.44
H -5.32 -1.78 -1.05
H -2.51 -0.38 0.80
H -5.17 0.54 -0.33
H -3.68 0.82 -1.25
H -3.85 1.50 0.37
H -5.31 -1.51 1.13
H -4.50 -0.39 2.23
H -3.85 -2.02 1.98
H 0.12 -3.87 -1.49
H -1.75 -6.22 -1.08
H -0.94 -5.27 0.18
H 0.02 -6.25 -0.93
H -1.26 -5.61 -3.56
H 0.47 -5.37 -3.31
H -0.52 -4.05 -3.93
C -1.12 1.68 5.29
As -1.85 0.77 3.73
C -3.45 1.85 3.49
C -2.63 -0.75 4.67
H -1.94 1.95 5.96
H -0.58 2.58 5.00
H -0.44 1.01 5.81
H -4.07 1.82 4.39
H -4.02 1.48 2.63
H -3.15 2.87 3.28
H -3.17 -0.40 5.55
H -1.82 -1.42 4.98
H -3.30 -1.30 4.01

Values from the calculation:
Max |F| ... 1.2 eV/Å
Highest occupied orbital energy (alpha / beta) ... -0.0794 / -0.1739 hartree
Calculated total energy ... -5039.33930 a.u.
Energy above the lowest of the compared OMol25 structures with the same formula, charge and spin ... 495.13 kJ/mol
E_LUMO (alpha / beta) ... 2.391 / 2.189 eV
2S+1 ... 3
Kohn-Sham gap (alpha / beta) ... 0.1673 / 0.2544 Eh
Charge ... -1
⟨S²⟩ ... 2.011

---

The following is a DFT calculation (ωB97M-V with the def2-TZVPD basis set) of a molecular structure, C39H54BBrIN8P2Pd in a non-equilibrium geometry.

Element x y z (Å)
Pd 1.02 -0.63 0.55
C 4.78 -1.11 1.18
C 3.84 -2.22 1.48
C 4.10 -3.49 1.97
C 2.80 -4.17 2.04
C 2.54 -5.56 2.46
N 1.90 -3.32 1.64
N 2.51 -2.11 1.30
B 0.40 -3.58 1.14
N 0.50 -3.51 -0.38
N 1.23 -2.44 -0.83
C 1.82 -2.82 -1.97
C 2.85 -2.00 -2.68
C 1.42 -4.12 -2.29
C 0.60 -4.54 -1.26
C -0.11 -5.84 -1.08
N -0.48 -2.46 1.77
N 0.18 -1.57 2.60
C -0.66 -1.29 3.60
C -0.21 -0.58 4.84
C -1.88 -1.95 3.40
C -1.72 -2.70 2.25
C -2.63 -3.69 1.61
H 5.18 -0.67 2.10
H 4.28 -0.33 0.61
H 5.63 -1.47 0.59
H 5.05 -3.92 2.25
H 3.34 -5.92 3.11
H 2.52 -6.21 1.57
H 1.58 -5.65 2.96
H 0.06 -4.67 1.51
H 3.03 -1.06 -2.17
H 2.55 -1.80 -3.71
H 3.78 -2.56 -2.72
H 1.70 -4.70 -3.16
H 0.21 -6.54 -1.84
H -1.19 -5.70 -1.17
H 0.08 -6.28 -0.10
H 0.60 0.11 4.65
H 0.16 -1.32 5.55
H -1.04 -0.06 5.32
H -2.73 -1.96 4.06
H -3.67 -3.45 1.81
H -2.45 -4.70 2.00
H -2.47 -3.73 0.53
C -0.61 2.12 2.77
P 0.55 1.76 1.41
C -0.14 3.00 0.20
N 0.62 4.03 -0.03
C 0.14 5.07 -0.77
C 0.96 6.19 -1.02
C 0.44 7.24 -1.74
C -0.89 7.21 -2.22
C -1.70 6.13 -2.00
C -1.18 5.04 -1.27
N -1.94 3.94 -1.08
C -1.47 2.94 -0.36
P -2.58 1.52 -0.48
C -2.72 0.55 1.03
C -4.23 1.88 -1.23
C -5.06 0.59 -1.13
C -4.90 2.99 -0.40
C -4.07 2.26 -2.70
C 2.24 2.34 1.95
C 2.25 3.70 2.66
C 2.73 1.29 2.97
C 3.17 2.34 0.73
H -0.15 2.86 3.42
H -0.88 1.25 3.35
H -1.52 2.56 2.36
H 1.97 6.20 -0.64
H 1.05 8.11 -1.94
H -1.27 8.06 -2.78
H -2.71 6.09 -2.37
H -3.14 1.18 1.83
H -1.77 0.14 1.36
H -3.40 -0.28 0.84
H -5.97 0.74 -1.71
H -5.37 0.37 -0.10
H -4.55 -0.28 -1.55
H -5.01 2.71 0.65
H -5.91 3.12 -0.81
H -4.37 3.93 -0.48
H -3.61 1.45 -3.28
H -3.48 3.17 -2.83
H -5.06 2.44 -3.11
H 1.81 3.65 3.65
H 1.77 4.49 2.09
H 3.30 3.99 2.80
H 2.14 1.31 3.89
H 3.76 1.54 3.24
H 2.71 0.28 2.58
H 2.91 3.12 0.02
H 3.16 1.38 0.21
H 4.19 2.52 1.07
Br -1.83 -1.73 -2.00
C -0.90 -1.31 -3.59
C -1.25 -2.00 -4.75
C -0.61 -1.71 -5.94
C 0.38 -0.74 -5.99
C 0.75 -0.06 -4.84
C 0.11 -0.35 -3.65
I 0.68 0.76 -1.98
H -2.03 -2.74 -4.71
H -0.89 -2.25 -6.84
H 0.88 -0.51 -6.93
H 1.53 0.69 -4.88

Values from the calculation:
Max |F| ... 1.0 eV/Å
Highest occupied orbital energy (alpha / beta) ... -0.5774 / -0.5866 hartree
Calculated total energy ... -5662.80076 a.u.
Energy above the lowest of the compared OMol25 structures with the same formula, charge and spin ... 0.00 kJ/mol
E_LUMO (alpha / beta) ... -7.597 / -10.858 eV
2S+1 ... 5
Kohn-Sham gap (alpha / beta) ... 0.2982 / 0.1876 Eh
Charge ... +3
⟨S²⟩ ... 6.043